# 1
DFT (ωB97M-V/def2-TZVPD) results for a structure of composition C31H33CrN6O.

Output
- ⟨S²⟩ = 8.7565
- HOMO energy (alpha / beta) (eV) = -6.96 / -7.97

```
! RIJCOSX wB97M-V def2-TZVPD def2/J DEFGRID3
* xyz 0 6
Cr 0.7491 3.9952 1.0504
C 0.3388 0.6639 -0.1056
O 0.5901 2.0005 0.2159
H 0.6282 0.3640 -1.1128
H 0.8673 -0.1063 0.4562
H -0.7347 0.4822 -0.1571
N 1.8188 -4.2462 -3.1245
C 2.0834 -3.5253 -1.9736
C 1.2110 -3.2857 -0.9288
C -0.0544 -3.9095 -1.0131
C -0.3719 -4.5823 -2.1908
C 0.5850 -4.7477 -3.1497
H 3.1096 -3.1889 -1.9850
H 1.5626 -2.6608 -0.1212
H -0.8181 -3.8511 -0.2516
H -1.3802 -4.9493 -2.3135
H 0.3182 -5.2131 -4.0870
N 3.3052 2.3288 -4.7023
C 2.4736 2.4403 -3.6484
C 1.0963 2.2295 -3.6366
C 0.5605 1.7300 -4.8709
C 1.3981 1.5823 -5.9680
C 2.7589 1.9191 -5.8439
H 2.9084 2.7338 -2.7044
H 0.4621 2.4540 -2.7917
H -0.4692 1.4372 -5.0134
H 0.9138 1.2597 -6.8778
H 3.4186 1.9528 -6.6983
N -3.5998 1.4082 -1.9843
C -2.4335 2.0218 -2.1778
C -2.2105 3.4168 -1.9091
C -3.2438 4.1735 -1.4049
C -4.4572 3.5662 -1.1823
C -4.6229 2.1911 -1.4586
H -1.5905 1.4287 -2.5001
H -1.2696 3.9162 -2.0870
H -3.0289 5.2131 -1.2062
H -5.2857 4.1863 -0.8735
H -5.5840 1.7037 -1.3877
N -2.7887 -1.6386 3.2135
C -2.6126 -0.6793 2.2670
C -3.2541 -0.6467 1.0687
C -4.1589 -1.7106 0.8128
C -4.3901 -2.6828 1.7707
C -3.6632 -2.6694 2.9668
H -1.8430 0.0151 2.5705
H -3.1094 0.1270 0.3292
H -4.7155 -1.6887 -0.1124
H -5.0860 -3.4704 1.5221
H -3.7982 -3.4676 3.6816
N 2.9122 -3.6492 2.6328
C 2.1592 -4.8020 2.4030
C 0.7662 -4.8046 2.2405
C 0.0529 -3.6060 2.4202
C 0.7176 -2.4485 2.6006
C 2.1626 -2.5091 2.7008
H 2.7634 -5.6896 2.2870
H 0.3452 -5.7356 1.8906
H -1.0177 -3.5878 2.2790
H 0.2713 -1.4662 2.5509
H 2.6710 -1.5708 2.8672
N 2.0158 3.7247 2.7841
C 2.5275 4.8333 3.4230
C 3.3562 4.7802 4.5031
C 3.7466 3.5537 4.9929
C 3.3033 2.3754 4.3955
C 2.4420 2.5189 3.3032
H 2.3461 5.7857 2.9472
H 3.6691 5.7043 4.9664
H 4.3680 3.4677 5.8720
H 3.6865 1.4619 4.8257
H 2.1520 1.6425 2.7427
*
```

=====

# 2
DFT (ωB97M-V/def2-TZVPD) results for a cluster of 2 separate species, C5H15N2O in total.

Output
- HOMO energy (eV) = -2.53
- ΔE to the lowest compared entry with this formula, charge and spin (eV) = 1.1404

```
! RIJCOSX wB97M-V def2-TZVPD def2/J DEFGRID3
* xyz -1 1
C -0.9098 2.9938 -0.6945
N 0.1285 2.5082 0.1949
C 1.0829 1.6013 -0.5774
O 1.8203 2.1956 -1.4800
H -0.4715 3.2872 -1.6610
H -1.4743 3.8195 -0.2533
H -1.6256 2.1826 -0.8737
H 0.6881 3.2609 0.5654
H 0.3391 0.8414 -0.9454
H 1.6416 1.0505 0.2406
C 0.6189 -1.9801 -0.7490
N -0.3865 -2.1867 0.2847
C 0.2058 -2.6232 1.5258
C -1.1774 -0.9709 0.4908
H 1.1716 -2.9142 -0.8837
H 1.3116 -1.1390 -0.6340
H 0.0843 -1.7689 -1.6772
H -0.5037 -2.6064 2.3489
H 0.6291 -3.6180 1.3934
H 1.0246 -1.9565 1.8564
H -1.9966 -1.1791 1.1812
H -1.6226 -0.6877 -0.4654
H -0.5783 -0.1103 0.8122
*
```

=====

# 3
DFT (ωB97M-V/def2-TZVPD) results for a cluster of 2 separate species, C2H7NS in total.

Output
- SMILES = C=C.NS
- HOMO energy (eV) = -9.04
- ΔE to the lowest compared entry with this formula, charge and spin (eV) = 1.9511

```
! RIJCOSX wB97M-V def2-TZVPD def2/J DEFGRID3
* xyz 0 1
C -0.5120 1.8495 -0.3542
C -0.9294 0.7778 -1.0482
N 1.2764 -1.3628 1.2747
S 0.2732 -1.9167 -0.0376
H -1.1803 2.5715 0.0252
H 0.5346 1.9668 -0.0938
H -0.3391 0.0066 -1.4560
H -2.0871 0.7465 -1.2038
H 2.2579 -1.8203 1.1510
H 1.3043 -0.3799 1.0380
H -0.5985 -2.4391 0.7047
*
```

=====

Which formula does entry 2 have?
C5H15N2O